No. 1
56
Properties=species:S:1:pos:R:3 method="wB97M-V/def2-TZVPD" smiles="CCOC(=O)N1CCC(N(CCOC)C(=S)Nc2cccc(SC)c2)CC1" e_above_lowest_kj_mol=0.0 multiplicity=1 homo_ev=-8.08 homo_lumo_gap_ev=8.687 charge=0
C -7.68 -0.80 0.34
C -6.37 -1.50 0.00
O -5.33 -0.56 -0.28
C -4.71 -0.03 0.80
O -4.95 -0.35 1.94
N -3.82 0.93 0.45
C -3.43 1.23 -0.91
C -2.00 0.73 -1.16
C -1.06 1.35 -0.13
N 0.34 0.98 -0.34
C 0.70 -0.42 -0.22
C 1.13 -1.05 -1.55
O 1.01 -2.44 -1.41
C 1.47 -3.15 -2.53
C 1.14 1.86 -0.98
S 0.58 3.19 -1.80
N 2.49 1.63 -1.03
C 3.33 1.10 -0.05
C 2.97 1.05 1.30
C 3.86 0.53 2.22
C 5.10 0.06 1.84
C 5.47 0.13 0.50
S 7.03 -0.41 -0.13
C 7.95 -0.92 1.35
C 4.59 0.65 -0.44
C -1.53 1.01 1.29
C -2.97 1.51 1.46
H -7.97 -0.13 -0.47
H -7.56 -0.23 1.26
H -8.46 -1.54 0.48
H -6.06 -2.14 0.83
H -6.46 -2.09 -0.91
H -4.13 0.76 -1.59
H -3.46 2.32 -1.04
H -1.69 1.03 -2.16
H -1.98 -0.36 -1.10
H -1.10 2.44 -0.24
H 1.49 -0.57 0.52
H -0.18 -0.97 0.12
H 0.48 -0.68 -2.36
H 2.17 -0.78 -1.80
H 2.53 -2.95 -2.71
H 0.90 -2.88 -3.43
H 1.32 -4.20 -2.31
H 2.95 2.17 -1.75
H 2.02 1.45 1.62
H 3.58 0.50 3.26
H 5.76 -0.34 2.58
H 8.04 -0.08 2.03
H 8.93 -1.21 0.99
H 7.46 -1.76 1.83
H 4.89 0.71 -1.47
H -0.88 1.49 2.03
H -1.51 -0.07 1.46
H -3.36 1.21 2.44
H -3.00 2.60 1.37

=====

No. 2
55
Properties=species:S:1:pos:R:3 method="wB97M-V/def2-TZVPD" smiles="CCOC(=O)c1c(C)c(C(=O)NCCCN2CCCC2=O)c(C)n1CC" e_above_lowest_kj_mol=25.2 multiplicity=1 homo_ev=-8.03 homo_lumo_gap_ev=8.735 charge=0
C -6.23 -1.19 -2.06
C -5.74 0.03 -1.30
O -4.46 -0.27 -0.74
C -3.92 0.69 0.03
O -4.48 1.75 0.21
C -2.64 0.28 0.57
C -2.02 -0.97 0.51
C -2.54 -2.20 -0.13
C -0.82 -0.86 1.24
C 0.27 -1.84 1.38
O 0.84 -2.09 2.42
N 0.61 -2.43 0.20
C 1.88 -3.09 0.03
C 2.92 -2.15 -0.59
C 3.24 -1.00 0.37
N 3.93 0.09 -0.28
C 5.27 -0.05 -0.81
C 5.71 1.40 -1.04
C 4.39 2.15 -1.23
C 3.38 1.30 -0.49
O 2.26 1.63 -0.15
C -0.74 0.44 1.73
C 0.37 1.03 2.52
N -1.83 1.12 1.32
C -2.00 2.55 1.47
C -1.30 3.30 0.34
H -7.20 -0.97 -2.51
H -5.52 -1.44 -2.85
H -6.32 -2.04 -1.39
H -6.43 0.30 -0.49
H -5.64 0.90 -1.96
H -1.93 -3.06 0.14
H -3.57 -2.38 0.18
H -2.55 -2.10 -1.22
H 0.18 -2.07 -0.64
H 1.75 -3.97 -0.61
H 2.20 -3.42 1.02
H 2.53 -1.74 -1.52
H 3.83 -2.72 -0.81
H 3.84 -1.36 1.21
H 2.32 -0.57 0.76
H 5.25 -0.61 -1.75
H 5.90 -0.57 -0.09
H 6.23 1.78 -0.15
H 6.38 1.50 -1.89
H 4.10 2.19 -2.28
H 4.41 3.17 -0.84
H 0.93 0.22 2.99
H 0.00 1.70 3.29
H 1.04 1.59 1.86
H -1.59 2.85 2.44
H -3.07 2.77 1.46
H -1.36 4.37 0.51
H -1.79 3.07 -0.61
H -0.26 3.00 0.27

=====

No. 3
62
Properties=species:S:1:pos:R:3 method="wB97M-V/def2-TZVPD" multiplicity=1 homo_ev=-12.27 homo_lumo_gap_ev=7.607 charge=+1
C 0.73 5.08 0.10
C -0.63 4.54 0.42
N -1.27 4.73 1.49
C -1.36 3.66 -0.60
C -0.82 2.26 -0.59
N 0.27 1.99 -1.32
C 0.90 0.80 -1.44
C 2.11 0.83 -2.33
C 3.36 1.32 -1.59
C 3.89 0.40 -0.47
C 3.50 0.86 0.92
O 4.41 0.27 1.85
C 4.30 0.64 3.16
C 2.91 0.63 3.75
O 5.29 0.88 3.79
C 0.35 -0.27 -0.73
P 1.08 -1.92 -0.89
O 1.91 -2.07 -2.09
O 1.79 -2.13 0.51
O -0.16 -2.93 -0.81
C -0.80 -0.04 0.07
C -1.49 -1.12 0.88
O -2.66 -1.30 0.76
O -0.71 -1.79 1.77
S -0.60 -0.96 3.26
C -1.40 1.23 0.15
N -2.54 1.53 0.88
H 1.21 5.42 1.01
H 0.65 5.94 -0.58
H 1.40 4.35 -0.36
H -0.75 5.32 2.15
H -1.31 4.07 -1.61
H -2.40 3.62 -0.27
H 0.65 2.75 -1.88
H 1.90 1.56 -3.12
H 2.26 -0.13 -2.82
H 3.12 2.31 -1.17
H 4.13 1.50 -2.34
H 3.58 -0.63 -0.64
H 4.98 0.40 -0.51
H 2.47 0.57 1.16
H 3.56 1.96 0.99
H 2.41 -0.32 3.56
H 3.00 0.79 4.82
H 2.30 1.43 3.32
H 1.92 -3.08 0.70
H -0.64 -2.94 -1.65
H 0.47 -1.67 3.65
H -2.89 0.79 1.46
H -2.44 2.38 1.43
O -3.96 -2.48 -3.20
C -4.22 -3.41 -2.49
O -5.01 -4.43 -2.88
C -5.19 -5.37 -1.79
C -4.01 -5.13 -0.86
C -3.75 -3.64 -1.07
H -6.15 -5.14 -1.31
H -5.24 -6.37 -2.21
H -4.21 -5.41 0.17
H -3.15 -5.72 -1.20
H -4.34 -3.02 -0.40
H -2.70 -3.36 -0.98

=====

No. 4
57
Properties=species:S:1:pos:R:3 method="wB97M-V/def2-TZVPD" e_above_lowest_kj_mol=423.0 multiplicity=1 homo_ev="-11.08 / -7.88" homo_lumo_gap_ev="7.812 / 4.726" charge=+1
C -2.79 2.81 -1.72
C -1.91 1.74 -1.57
N -1.81 1.10 -0.38
C -2.71 1.34 0.60
C -3.73 2.25 0.39
C -3.75 3.05 -0.75
C -1.25 1.16 -2.78
P 0.14 -0.01 -2.43
Sn -0.40 -0.82 -0.14
P -1.00 -0.15 2.24
C -2.59 0.67 1.95
C 1.59 -1.73 0.21
C 1.93 -2.92 -0.45
C 3.11 -3.62 -0.13
C 3.97 -3.14 0.85
C 3.68 -1.92 1.46
C 2.53 -1.20 1.11
O 2.05 5.31 -1.82
O 1.13 3.49 2.21
H -2.82 3.24 -2.72
H -4.38 2.42 1.24
H -4.57 3.73 -0.94
C -0.23 -1.06 -3.88
C 1.87 0.57 -2.51
H -2.75 1.39 2.75
H -3.40 -0.06 2.09
H -1.09 1.84 -3.57
H -2.00 0.50 -3.29
C -1.14 -1.54 3.40
C 0.00 1.08 3.08
H 1.25 -3.32 -1.22
H 3.34 -4.55 -0.67
H 4.85 -3.69 1.13
H 4.35 -1.51 2.22
H 2.34 -0.20 1.54
H 2.03 3.20 2.05
H 1.27 4.20 2.86
H 2.35 4.51 -2.22
H 1.15 5.30 -1.38
H 4.33 4.23 0.77
H -0.22 -0.35 -4.74
H 0.52 -1.86 -3.99
H -1.26 -1.44 -3.72
H 2.21 0.50 -3.56
H 2.04 1.58 -2.10
H 2.49 -0.11 -1.90
H -0.52 1.53 3.94
H 0.88 0.62 3.54
H 0.30 1.85 2.35
H -1.44 -1.19 4.40
H -1.87 -2.28 3.05
H -0.15 -2.02 3.49
N -1.62 -2.62 -0.30
C -1.79 -3.79 -0.24
N -2.17 -5.01 -0.30
C -1.45 -6.06 0.08
N -0.90 -7.05 0.38